Record 1
C72H60N12O29SV | the ωB97M-V functional and the def2-TZVPD basis

Lowest unoccupied orbital energy (spin up / spin down)   -1.378 / -1.373 eV
Calculated total energy   -189384.123 eV
Kohn-Sham gap (spin up / spin down)   8.0 / 8.0 eV
Multiplicity   2

Geometry (Å):
O -0.72443 0.40557 1.15530
V -0.47873 -0.15974 -0.36876
S -1.98894 -2.04882 -1.01123
O -1.73460 -1.81660 0.38953
O -2.36863 -0.67688 -1.43333
O -0.62524 -2.05214 -1.54156
O -2.81654 -3.13151 -1.44385
C 1.29215 -5.47411 -3.45872
C 0.43138 -5.27385 -2.40512
C -0.37099 -6.33500 -2.01898
C -0.41685 -7.53564 -2.77794
C 0.40595 -7.67757 -3.90388
C 1.29433 -6.62311 -4.24735
N -1.31353 -8.62280 -2.30734
O -1.36941 -9.63578 -2.95202
O -1.85371 -8.37190 -1.29417
H 2.03513 -4.71690 -3.66123
H 0.51598 -4.39085 -1.78904
H -1.05873 -6.18702 -1.19953
H 0.31713 -8.61492 -4.43292
H 1.93458 -6.58070 -5.11607
C -1.80100 -0.21536 -4.99076
C -1.35378 0.58808 -6.00901
C -0.19351 0.17157 -6.70502
C 0.45859 -0.99721 -6.36545
C -0.06764 -1.85450 -5.40101
C -1.23049 -1.46190 -4.74139
N 1.69699 -1.40139 -6.99997
O 2.14041 -0.67189 -7.90388
O 2.29754 -2.41961 -6.64877
H -2.67010 0.14826 -4.46270
H -1.76976 1.52615 -6.34574
H 0.16074 0.82858 -7.48556
H 0.29395 -2.81472 -5.06392
H -1.68610 -2.13702 -4.03214
C 7.23676 2.97404 -3.18960
C 6.92523 1.74517 -3.81685
C 6.15386 0.79587 -3.13077
C 5.68887 1.05603 -1.81356
C 6.04344 2.26283 -1.20211
C 6.78795 3.21256 -1.88518
N 4.85494 0.08785 -1.13620
O 4.12638 0.49167 -0.28681
O 4.96148 -1.05406 -1.45922
H 7.89255 3.72071 -3.61247
H 7.22942 1.55145 -4.83486
H 5.93596 -0.09622 -3.69918
H 5.74220 2.33792 -0.16769
H 7.05492 4.11801 -1.36050
C 5.56513 5.18433 1.33752
C 4.62056 5.27156 0.36137
C 3.55485 4.38114 0.43044
C 3.38670 3.47469 1.46313
C 4.40180 3.40696 2.44503
C 5.50611 4.27576 2.39230
N 2.33080 2.50277 1.44655
O 1.61183 2.48720 0.46214
O 2.20293 1.74171 2.40984
H 6.49434 5.72584 1.23882
H 4.71678 5.96179 -0.46370
H 2.74651 4.44943 -0.28254
H 4.35650 2.74648 3.29833
H 6.34049 4.20564 3.07443
C -5.88985 -4.22327 3.51283
C -7.00877 -3.56267 3.85599
C -7.19675 -2.28482 3.43173
C -6.26323 -1.65786 2.57082
C -5.16922 -2.34996 2.17185
C -4.94631 -3.65899 2.66282
N -6.52869 -0.18662 2.19986
O -5.56138 0.47337 1.80664
O -7.67684 0.26865 2.28327
H -5.64676 -5.23033 3.81801
H -7.73030 -4.03718 4.50456
H -8.10738 -1.80833 3.76356
H -4.42235 -1.88607 1.54465
H -4.04117 -4.14211 2.32561
C 4.76951 -4.70761 -0.29614
C 3.71608 -4.23883 -1.01545
C 2.86564 -3.21360 -0.53017
C 3.14915 -2.64370 0.70747
C 4.19727 -3.21402 1.49168
C 5.09022 -4.08795 0.93002
N 2.30623 -1.49850 1.20721
O 2.43142 -1.13900 2.40488
O 1.49374 -0.96681 0.49506
H 5.48484 -5.37031 -0.76039
H 3.50988 -4.57546 -2.02072
H 2.09434 -2.75261 -1.12931
H 4.34257 -2.78346 2.47143
H 5.97854 -4.51129 1.37507
C -5.18760 4.34179 -2.64259
C -5.05554 2.98441 -2.31121
C -3.76106 2.45610 -1.97089
C -2.63897 3.27838 -2.04470
C -2.84260 4.60545 -2.42219
C -4.08169 5.15927 -2.68775
N -1.25175 2.70684 -2.03333
O -0.98240 1.69585 -1.38704
O -0.45430 3.30203 -2.69455
H -6.12916 4.82943 -2.84766
H -5.85676 2.27184 -2.18209
H -3.71474 1.41513 -1.68692
H -1.96954 5.23506 -2.51029
H -4.22612 6.22113 -2.82193
C 3.54782 3.14855 -5.13296
C 3.60396 1.87380 -5.65208
C 3.07720 0.74913 -4.99856
C 2.49505 0.93513 -3.76640
C 2.39100 2.21112 -3.22320
C 2.98675 3.31189 -3.86756
N 2.01957 -0.22093 -2.94950
O 2.22946 -1.30155 -3.48466
O 1.38793 0.02182 -1.92556
H 3.97860 4.00269 -5.63422
H 4.09517 1.71697 -6.60103
H 3.16556 -0.21742 -5.47225
H 1.79106 2.42051 -2.34992
H 2.70955 4.27126 -3.45625
C 0.95292 5.10783 3.62159
C 0.86268 4.29476 4.75131
C 1.61885 4.54650 5.91281
C 2.39164 5.71824 5.98503
C 2.49241 6.56148 4.82947
C 1.83825 6.16115 3.68701
N 3.14620 6.05448 7.30162
O 2.70145 5.54552 8.33810
O 4.10597 6.73175 7.26438
H 0.41051 4.86939 2.71863
H 0.13677 3.49511 4.74578
H 1.48117 3.93419 6.79175
H 3.16700 7.40401 4.86798
H 1.91498 6.87724 2.88219
C -6.85992 5.05018 0.81178
C -6.39226 3.79250 0.91812
C -5.00621 3.54820 1.07120
C -4.15489 4.63483 1.12282
C -4.65174 5.93509 0.86929
C -6.01959 6.16882 0.79684
N -2.68416 4.37751 1.33725
O -2.21537 3.29740 1.05269
O -1.97223 5.33529 1.62484
H -7.90914 5.30397 0.77830
H -7.03765 2.93296 0.81295
H -4.54941 2.56975 1.09088
H -4.04983 6.82312 0.74477
H -6.46785 7.13175 0.60132
C -3.06142 -6.81936 1.21544
C -2.54077 -7.53823 2.28733
C -1.35397 -6.99720 2.86613
C -0.82158 -5.74411 2.47289
C -1.43452 -5.03749 1.44275
C -2.48580 -5.58683 0.75202
N 0.33768 -5.12825 3.19741
O 0.57851 -5.59959 4.30333
O 0.96567 -4.17682 2.75184
H -3.90521 -7.30849 0.75159
H -2.97569 -8.48795 2.56167
H -0.86746 -7.57759 3.63610
H -1.03558 -4.11267 1.05294
H -2.92587 -5.07635 -0.09187
C -1.13011 -2.85979 5.19204
C -0.18425 -1.87110 5.02058
C -0.65253 -0.58033 4.77401
C -2.01782 -0.24455 4.80829
C -2.87338 -1.24510 5.24125
C -2.49005 -2.55091 5.42069
N -2.50624 1.08876 4.47473
O -3.67547 1.33943 4.52188
O -1.63009 1.93022 4.09063
H -0.85290 -3.88815 5.37107
H 0.86339 -2.12691 4.96204
H 0.10483 0.08624 4.38866
H -3.90495 -0.99161 5.43617
H -3.19291 -3.32284 5.69730

=====

Record 2
C45H102N6O7 | the ωB97M-V functional and the def2-TZVPD basis

Lowest unoccupied orbital energy   0.455 eV
Calculated total energy   -71583.188 eV
ΔE to the lowest compared entry with this formula, charge and spin   71.0 kcal/mol
Kohn-Sham gap   8.4 eV
SMILES string   CC1(C)CCCC(C)(C)N1O.CC1(C)CCCC(C)(C)N1O.CC1(C)CCCC(C)(C)N1O.CC1(C)CCCC(C)(C)N1O.COC[C@H](C)N.COC[C@H](C)N.CO
Multiplicity   1

Geometry (Å):
C 0.18215 2.29454 1.20022
C -0.51723 3.68873 1.61834
C 0.18555 4.44506 2.74729
C -0.37639 4.60063 0.36790
C -1.40170 5.70569 0.15237
C -2.81674 5.21994 0.34014
C -3.03669 4.50188 1.69639
C -3.06384 5.54802 2.83099
C -4.39860 3.83502 1.48290
N -1.96998 3.47664 1.83327
O -2.08902 2.64579 2.93508
H 1.19990 2.59140 0.94693
H 0.12997 1.48965 1.93338
H -0.36475 1.85004 0.36871
H 1.25692 4.49157 2.55204
H -0.19074 5.43986 2.98579
H 0.11632 3.92134 3.70072
H 0.57414 5.13402 0.35865
H -0.23093 3.96941 -0.50875
H -1.19154 6.56243 0.79262
H -1.30437 6.14304 -0.84129
H -3.01875 4.59549 -0.53012
H -3.48886 6.06485 0.19021
H -3.10445 4.96563 3.75146
H -3.92998 6.20937 2.80802
H -2.14291 6.12547 2.91178
H -4.84520 3.30834 2.32626
H -4.52935 3.13661 0.65633
H -5.16277 4.57845 1.25608
H -2.48485 1.83435 2.60874
C 1.19812 -5.88545 -1.98370
C 0.24930 -4.60694 -2.23584
C 0.50550 -4.07460 -3.68735
C -1.24499 -5.03619 -2.25689
C -1.82196 -5.38846 -0.80262
C -1.66312 -4.09145 0.00819
C -0.18524 -3.60270 0.12915
C -0.10174 -2.11568 0.72592
C 0.59339 -4.51469 1.18884
N 0.45709 -3.54232 -1.24009
O 1.73340 -3.10060 -1.11469
H 2.10725 -5.83434 -2.58283
H 1.69597 -5.96032 -1.01694
H 0.73088 -6.86657 -2.06851
H 1.44321 -3.51915 -3.70358
H 0.48303 -4.89587 -4.40367
H -0.24983 -3.34816 -3.98712
H -1.85564 -4.19244 -2.57828
H -1.46500 -5.74862 -3.05197
H -2.83465 -5.79080 -0.77612
H -1.19849 -6.18494 -0.39641
H -2.22556 -4.26938 0.92476
H -2.31784 -3.28024 -0.31022
H -0.61115 -1.40444 0.07573
H 0.87818 -1.75261 1.03583
H -0.62064 -2.25204 1.67473
H 0.00873 -4.61668 2.10310
H 1.52951 -4.04539 1.49139
H 0.71942 -5.55862 0.90174
H 2.07109 -3.90950 -0.72323
C -1.78029 2.63439 -3.88952
C -3.27474 2.23760 -4.16187
C -3.46857 0.66567 -4.31342
C -4.19388 2.58636 -2.92909
C -4.30617 4.11134 -2.83996
C -4.98900 4.67517 -4.10074
C -4.21942 4.34315 -5.38707
C -5.26406 4.53078 -6.51598
C -2.96700 5.29286 -5.43406
N -3.91087 2.84076 -5.37983
O -3.32694 2.47572 -6.61610
H -1.41359 2.19069 -2.96390
H -1.60445 3.71003 -3.90249
H -1.23779 2.28396 -4.76758
H -2.89900 0.36637 -5.19325
H -4.45935 0.35272 -4.64284
H -3.22927 0.01272 -3.47408
H -5.16929 2.12017 -3.06818
H -3.89178 2.19995 -1.95568
H -3.40143 4.67676 -2.61670
H -4.96785 4.22281 -1.98097
H -5.15409 5.74546 -3.97695
H -5.98084 4.22904 -4.17358
H -5.57005 5.57430 -6.59039
H -4.85755 4.29739 -7.50004
H -6.06543 3.79575 -6.44083
H -3.21398 6.26170 -5.86818
H -2.32478 5.45798 -4.56896
H -2.20820 4.86175 -6.08710
H -2.46741 2.90258 -6.64044
C 5.91288 -2.29045 3.02980
C 5.26707 -1.09279 3.72163
C 6.40473 -0.08411 4.05846
C 4.41511 -0.42619 2.68846
C 3.06961 -1.11124 2.39141
C 2.29322 -1.10797 3.72398
C 3.04461 -1.90065 4.84506
C 2.29833 -1.56358 6.12025
C 3.00976 -3.42452 4.50047
N 4.50295 -1.46643 4.95136
O 5.19119 -2.00295 6.00591
H 5.21514 -2.86497 2.42055
H 6.70607 -2.02789 2.32978
H 6.28854 -3.02188 3.74535
H 6.98447 0.17531 3.17263
H 5.92086 0.78960 4.49504
H 7.05167 -0.39679 4.87809
H 4.30686 0.63024 2.93412
H 4.95035 -0.41459 1.73900
H 2.63018 -0.42223 1.67011
H 3.12352 -2.11170 1.96214
H 1.37448 -1.64080 3.47882
H 1.91550 -0.11747 3.97765
H 1.33761 -2.07829 6.10645
H 1.96078 -0.52895 6.05937
H 2.84566 -1.70055 7.05287
H 3.34148 -4.10006 5.28895
H 3.71449 -3.63525 3.69607
H 1.98615 -3.73188 4.28635
H 5.22846 -2.93347 5.77279
C -3.04940 0.40844 0.54045
O -3.01756 0.33247 1.95566
C -3.71428 -0.78838 2.40089
C -3.68878 -0.83000 3.92637
C -2.34563 -0.73544 4.60644
N -4.29966 -2.04112 4.43497
H -4.06997 0.52721 0.17653
H -2.66378 -0.51548 0.10944
H -2.56205 1.33509 0.23727
H -4.75675 -0.76541 2.08335
H -3.27107 -1.69599 1.99113
H -4.32964 -0.00269 4.23126
H -1.72453 0.10589 4.29904
H -1.62614 -1.51535 4.35709
H -2.54256 -0.71618 5.67833
H -4.20265 -2.24644 5.41911
H -5.28752 -2.13012 4.24441
C 6.47304 -3.43740 -4.39530
O 6.04729 -3.89491 -3.18711
C 4.98329 -3.15416 -2.54113
C 5.49721 -1.89766 -1.78600
C 6.37152 -2.24908 -0.60185
N 4.39198 -1.07875 -1.43356
H 7.35658 -3.90943 -4.82499
H 6.77281 -2.39161 -4.32779
H 5.66871 -3.47554 -5.12994
H 4.21656 -2.94784 -3.28789
H 4.47618 -3.80780 -1.83141
H 5.97791 -1.17899 -2.44973
H 6.53317 -1.31112 -0.07063
H 7.36172 -2.56823 -0.92703
H 5.92933 -2.97816 0.07713
H 3.93695 -0.79336 -2.28889
H 3.66240 -1.64313 -1.02210
C 0.84377 0.30454 -1.59606
O 1.00015 -0.55109 -2.66332
H 1.48964 -0.03619 -0.78684
H 1.08395 1.35675 -1.74862
H -0.21552 0.35213 -1.34359
H 0.82503 -1.47289 -2.46029

=====

F_max values (in eV/A) by entry order: 5.07; 4.37.